Molecular formula: C8H5BrF2NO4Sn
Method: DFT, ωB97M-V with the def2-TZVPD basis set

Last column: natural (NBO) charge in e.
Positions of all 22 atoms, in Å:
Sn -2.43 0.07 1.44  0.972
O -0.61 -0.20 -3.37  -0.695
C -1.02 0.33 -2.19  0.774
O -2.15 0.62 -1.97  -0.559
C 0.13 0.50 -1.24  0.075
C 1.44 0.44 -1.68  -0.213
C 2.46 0.66 -0.77  -0.183
C 2.14 0.91 0.55  -0.194
C 0.79 0.91 0.92  0.124
N -0.18 0.73 0.04  -0.405
C 0.40 1.07 2.38  0.760
O 1.27 1.49 3.13  -0.661
O -0.80 0.77 2.69  -0.783
H -1.43 -0.31 -3.89  0.494
H 1.65 0.22 -2.72  0.229
H 3.50 0.63 -1.08  0.210
H 2.87 1.08 1.32  0.246
F -0.03 -1.89 1.24  -0.400
C -1.37 -1.85 0.89  0.164
F -1.38 -2.07 -0.49  -0.418
H -1.83 -2.73 1.34  0.131
Br -3.42 -1.38 3.45  -0.670

Summary:
LUMO energy (eV): 2.63
HOMO-LUMO gap (eV): 6.9701
Net charge: -1
Highest occupied orbital energy (eV): -4.34
Calculated total energy (Ha): -3651.8038

Molecular formula: C8H5Cl2ErNO3STi
Method: DFT, ωB97M-V with the def2-TZVPD basis set

Last column: natural (NBO) charge in e.
Positions of all 22 atoms, in Å:
Er 0.37 0.23 -5.97  2.160
Ti -0.33 0.61 -1.04  1.256
Cl -0.56 2.33 -5.20  -0.485
Cl 1.26 -0.17 -2.40  -0.388
C -0.63 -0.81 0.16  0.420
C -0.14 1.09 -8.12  0.352
C 0.59 -1.12 -8.03  0.342
O -0.78 -1.57 1.06  -0.238
O -0.30 1.27 -9.28  -0.202
O 0.52 -1.26 -9.21  -0.207
S 0.23 1.90 0.69  0.008
C 0.32 1.35 2.49  0.150
N -0.90 1.13 3.11  -0.473
C -1.03 0.74 4.45  0.127
C 0.14 0.55 5.16  -0.188
C 1.39 0.72 4.52  -0.034
C 1.50 1.12 3.19  -0.231
H -1.72 0.97 2.48  0.450
H -2.04 0.53 4.84  0.294
H 0.05 0.10 6.16  0.303
H 2.29 0.36 5.02  0.290
H 2.48 1.21 2.70  0.293

Summary:
LUMO energy (spin up / spin down) (eV): -15.45 / -15.15
HOMO-LUMO gap (spin up / spin down) (eV): 6.2840 / 6.5648
<S²>: 6.015
Net charge: +4
Highest occupied orbital energy (spin up / spin down) (eV): -21.73 / -21.71
Spin multiplicity: 5
Calculated total energy (Ha): -3769.7632

Molecular formula: C8H5F6MnN3O6S2
Method: DFT, ωB97M-V with the def2-TZVPD basis set

Last column: natural (NBO) charge in e.
Positions of all 31 atoms, in Å:
Mn 0.39 -0.66 0.21  1.644
F -3.51 -4.64 0.32  -0.308
C -2.93 -3.86 1.20  0.951
F -3.76 -2.95 1.67  -0.305
F -2.38 -4.56 2.18  -0.316
S -0.96 -2.82 0.03  1.651
O 0.53 -2.42 -0.46  -0.932
O -1.04 -1.61 1.07  -0.943
N -1.91 -2.48 -1.19  -1.192
S -1.65 -1.24 -2.13  2.240
O -1.33 -1.56 -3.48  -0.877
O -0.80 -0.20 -1.50  -1.006
C -3.32 -0.46 -2.14  0.739
F -3.39 0.40 -3.14  -0.302
F -4.25 -1.39 -2.29  -0.298
F -3.53 0.18 -0.99  -0.302
O 0.18 0.99 1.15  -0.518
N 1.20 1.79 1.12  0.201
N 2.18 1.32 0.50  0.173
O 2.11 0.11 -0.04  -0.590
C 3.41 2.07 0.34  0.156
C 4.44 1.47 -0.36  -0.229
C 5.62 2.18 -0.52  -0.192
C 5.75 3.45 0.02  -0.192
C 4.70 4.03 0.72  -0.193
C 3.51 3.34 0.89  -0.232
H 4.31 0.48 -0.78  0.254
H 6.43 1.74 -1.07  0.226
H 6.67 4.00 -0.11  0.224
H 4.79 5.02 1.14  0.225
H 2.68 3.78 1.43  0.246

Summary:
LUMO energy (spin up / spin down) (eV): -1.62 / -1.35
HOMO-LUMO gap (spin up / spin down) (eV): 7.5905 / 8.8018
<S²>: 8.803
Net charge: 0
Highest occupied orbital energy (spin up / spin down) (eV): -9.21 / -10.16
Spin multiplicity: 6
Calculated total energy (Ha): -3469.9891

Molecular formula: C8H5MnNO3S
Method: DFT, ωB97M-V with the def2-TZVPD basis set

Last column: natural (NBO) charge in e.
Positions of all 19 atoms, in Å:
O -0.04 3.50 -1.19  -0.493
C 0.04 3.36 -0.02  0.496
Mn 0.05 -1.64 0.20  1.267
C 1.19 -1.19 -1.31  0.356
C -1.14 -1.20 -1.26  0.354
O 2.08 -1.11 -2.08  -0.229
O -2.06 -1.12 -1.99  -0.230
S 0.00 -2.64 2.11  -0.168
C -0.05 -1.21 3.00  -0.007
N -1.07 -1.36 4.00  -0.468
C -1.35 -0.47 5.05  0.121
C -0.51 0.56 5.23  -0.241
C 0.56 0.79 4.34  -0.049
C 0.83 -0.12 3.28  -0.253
H -1.73 -2.16 3.77  0.457
H -2.25 -0.73 5.62  0.274
H -0.64 1.22 6.07  0.279
H 1.24 1.70 4.49  0.287
H 1.62 0.03 2.54  0.244

Summary:
LUMO energy (spin up / spin down) (eV): -9.76 / -10.85
HOMO-LUMO gap (spin up / spin down) (eV): 6.9490 / 6.1788
<S²>: 8.769
Net charge: +2
Highest occupied orbital energy (spin up / spin down) (eV): -16.71 / -17.03
Spin multiplicity: 6
Calculated total energy (Ha): -2136.7761

Molecular formula: C8H5N2O3S
Method: DFT, ωB97M-V with the def2-TZVPD basis set

Last column: natural (NBO) charge in e.
Positions of all 19 atoms, in Å:
C -2.47 0.67 -0.30  -0.079
C -2.71 -0.68 -0.41  -0.191
C -1.24 1.25 -0.18  -0.180
C -1.59 -1.49 -0.30  -0.138
C -0.13 0.43 -0.14  -0.015
C -0.33 -0.97 -0.23  -0.367
C 1.28 1.04 -0.30  0.478
C 2.15 0.90 0.83  -0.399
N 4.15 2.12 0.47  0.180
N 3.27 1.49 0.70  0.122
O 1.55 1.68 -1.29  -0.504
O 0.78 -3.28 0.42  -0.714
O 2.44 -1.63 -0.24  -0.685
S 1.08 -2.01 -0.12  2.196
H -3.23 1.41 -0.24  0.241
H -3.75 -1.09 -0.38  0.273
H -1.37 2.27 0.10  0.263
H -1.73 -2.58 -0.13  0.270
H 1.84 0.47 1.75  0.249

Summary:
LUMO energy (eV): -7.11
HOMO-LUMO gap (eV): 5.9169
Net charge: +1
Highest occupied orbital energy (eV): -13.02
Calculated total energy (Ha): -1040.8339

Molecular formula: C8H5N3
Method: DFT, ωB97M-V with the def2-TZVPD basis set

Last column: natural (NBO) charge in e.
Positions of all 16 atoms, in Å:
C 3.80 -0.31 -1.26  0.162
C -1.16 0.02 -0.18  -0.178
C -0.54 -1.17 0.16  -0.199
C -0.35 1.14 -0.34  -0.215
C 0.81 -1.20 0.37  -0.159
C 1.00 1.16 -0.09  -0.149
C 1.63 -0.07 0.30  -0.172
C 3.00 -0.20 0.48  0.219
N 4.30 -0.13 -2.27  -0.389
N 3.98 0.30 1.40  -0.021
N 3.74 -0.90 1.52  -0.019
H -2.28 0.06 -0.27  0.229
H -1.00 -2.17 0.24  0.225
H -0.78 2.16 -0.34  0.220
H 1.24 -2.14 0.59  0.217
H 1.41 2.17 0.04  0.231

Summary:
LUMO energy (eV): -0.51
HOMO-LUMO gap (eV): 9.5698
Net charge: 0
Highest occupied orbital energy (eV): -10.08
Calculated total energy (Ha): -471.9541

Molecular formula: C8H5N3O2
Method: DFT, ωB97M-V with the def2-TZVPD basis set

Last column: natural (NBO) charge in e.
Positions of all 18 atoms, in Å:
C -1.81 0.50 -1.53  0.233
C 0.49 -1.31 1.67  0.214
C 0.93 0.89 0.01  -0.212
C -0.33 1.23 0.22  -0.192
C 1.36 -0.46 -0.36  -0.169
C -1.27 0.18 -0.26  -0.114
C -1.61 -1.01 0.22  -0.309
C 0.93 -1.51 0.35  0.096
N -2.27 0.80 -2.53  -0.256
N 0.19 -1.10 2.73  -0.225
N 1.37 -2.80 -0.09  0.464
O 2.23 -2.82 -0.94  -0.371
O 1.11 -3.79 0.56  -0.372
H 1.70 1.61 -0.12  0.233
H -0.73 2.30 0.40  0.255
H 1.76 -0.61 -1.35  0.259
H -1.58 -1.21 1.25  0.231
H -2.37 -1.57 -0.34  0.234

Summary:
LUMO energy (spin up / spin down) (eV): -0.70 / -4.61
HOMO-LUMO gap (spin up / spin down) (eV): 7.1988 / 6.2116
<S²>: 2.028
Net charge: 0
Highest occupied orbital energy (spin up / spin down) (eV): -7.90 / -10.82
Spin multiplicity: 3
Calculated total energy (Ha): -622.2386

Molecular formula: C8H5NO5
Method: DFT, ωB97M-V with the def2-TZVPD basis set

Last column: natural (NBO) charge in e.
Positions of all 19 atoms, in Å:
C 2.13 0.52 1.83  -0.139
C 2.09 1.16 0.58  -0.134
C 1.23 -0.55 2.12  -0.230
C 0.97 1.01 -0.20  -0.252
C 0.37 -0.96 1.10  -0.184
C 0.13 -0.11 0.00  0.007
C -2.61 0.89 -1.32  0.981
C -1.00 -0.22 -0.92  0.514
N -1.23 -1.57 -1.54  0.511
O -0.43 -2.40 -1.27  -0.352
O -3.41 1.65 -1.67  -0.519
O -2.17 -1.61 -2.26  -0.334
O -1.35 0.69 -1.91  -0.505
O -2.46 0.09 -0.25  -0.519
H 3.05 0.89 2.37  0.217
H 2.77 1.87 0.23  0.216
H 1.14 -1.22 2.99  0.243
H 0.98 1.74 -1.02  0.244
H -0.20 -1.88 1.13  0.234

Summary:
LUMO energy (spin up / spin down) (eV): -0.41 / -4.01
HOMO-LUMO gap (spin up / spin down) (eV): 5.9404 / 6.4459
<S²>: 2.028
Net charge: 0
Highest occupied orbital energy (spin up / spin down) (eV): -6.35 / -10.46
Spin multiplicity: 3
Calculated total energy (Ha): -738.5175